Entry 1:
DFT (ωB97M-V/def2-TZVPD) results for a structure of composition C23H18N3O3Tc.

Last column: natural (NBO) charge in e.
Geometry (Å):
1 Tc 0.1223 0.9409 0.8618  1.29
2 C 2.3792 2.4893 4.1702  -0.24
3 O 1.7889 1.7282 5.2236  -0.47
4 C 0.8877 0.7616 5.0084  0.29
5 C 0.5071 0.0578 6.1586  -0.18
6 C -0.4141 -0.9635 6.1226  -0.19
7 C -0.9966 -1.3239 4.9187  -0.14
8 C -0.6467 -0.6485 3.7547  -0.19
9 C -1.2830 -1.0652 2.5340  0.21
10 N -1.0658 -0.5965 1.3521  -0.31
11 N -1.8108 -1.1537 0.3166  -0.34
12 C -1.6050 -0.4976 -0.7776  0.55
13 O -0.7354 0.5373 -0.7856  -0.64
14 C -2.2428 -0.8520 -2.0397  -0.10
15 C -1.8244 -0.2333 -3.2175  -0.17
16 C -2.4078 -0.5877 -4.4219  -0.21
17 C -3.4088 -1.5491 -4.4511  -0.16
18 C -3.8295 -2.1628 -3.2756  -0.20
19 C -3.2486 -1.8194 -2.0697  -0.17
20 C 0.2963 0.4034 3.7964  0.28
21 O 0.6090 1.0417 2.6469  -0.61
22 H 3.1046 3.1300 4.6605  0.22
23 H 1.6361 3.1028 3.6637  0.18
24 H 2.8900 1.8425 3.4579  0.18
25 H 0.9735 0.3567 7.0883  0.25
26 H -0.6793 -1.4807 7.0340  0.24
27 H -1.7213 -2.1266 4.8733  0.23
28 H -2.0285 -1.8524 2.5882  0.24
29 H -1.0403 0.5137 -3.1853  0.23
30 H -2.0809 -0.1161 -5.3390  0.23
31 H -3.8645 -1.8229 -5.3935  0.23
32 H -4.6112 -2.9098 -3.3042  0.23
33 H -3.5646 -2.2915 -1.1495  0.23
34 C 1.9078 0.8434 -0.0503  -0.49
35 C 1.9859 0.7255 -1.5150  -0.07
36 C 1.5928 1.7861 -2.3307  -0.13
37 C 1.5731 1.6443 -3.7052  -0.18
38 C 1.9369 0.4263 -4.2752  -0.15
39 C 2.3509 -0.6331 -3.4704  -0.15
40 C 2.3829 -0.4774 -2.0971  -0.18
41 C 1.8663 0.2580 -5.7007  0.25
42 N 1.7976 0.1104 -6.8377  -0.25
43 H 1.9851 1.9189 0.2993  0.20
44 H 2.6200 0.2182 0.4885  0.26
45 H 1.3021 2.7326 -1.8889  0.21
46 H 1.2695 2.4655 -4.3400  0.24
47 H 2.6440 -1.5687 -3.9260  0.24
48 H 2.7002 -1.3026 -1.4708  0.23

Highest occupied orbital energy (spin up / spin down) (eV): -11.737 / -11.738
<S²>: 0.79
E_tot (eV): -36945.3960
Gap between HOMO and LUMO (spin up / spin down) (eV): 5.94 / 6.45
Energy above the lowest of the compared OMol25 structures with the same formula, charge and spin (eV): 0.636
Total charge: +1
Max |F| (hartree/bohr): 0.01471
Multiplicity: 2


Entry 2:
DFT (ωB97M-V/def2-TZVPD) results for the molecule C5H8O at a distorted geometry.

Last column: natural (NBO) charge in e.
Geometry (Å):
1 C -1.6944 -0.2997 -0.3322  -0.41
2 C -1.2362 1.0941 -0.2707  -0.39
3 C -0.4452 -0.0740 0.4474  -0.31
4 C 0.8305 -0.5824 -0.1672  0.05
5 C 2.1284 -0.3539 0.4550  -0.11
6 O 1.5830 -1.6592 0.4119  -0.49
7 H -1.5112 -0.7408 -1.3053  0.22
8 H -2.6226 -0.5876 0.1365  0.22
9 H -1.8477 1.7458 0.3643  0.21
10 H -0.6950 1.6066 -1.0397  0.21
11 H -0.4345 0.6153 1.2715  0.26
12 H 0.7978 -0.6892 -1.2569  0.18
13 H 2.9982 -0.1600 -0.1665  0.18
14 H 2.1488 0.0851 1.4519  0.18

Highest occupied orbital energy (eV): -9.354
E_tot (eV): -7358.8163
Gap between HOMO and LUMO (eV): 10.50
Energy above the lowest of the compared OMol25 structures with the same formula, charge and spin (eV): 3.439
Total charge: 0
Max |F| (hartree/bohr): 0.04877


Entry 3:
DFT (ωB97M-V/def2-TZVPD) results for a cluster of 2 separate species, C3H10N2O in total at a distorted geometry.

Last column: natural (NBO) charge in e.
Geometry (Å):
1 C -1.6970 0.4899 6.7161  -0.08
2 N -0.8900 1.1353 5.9320  -0.41
3 C 0.2792 0.3157 5.5657  -0.46
4 H -1.1745 -0.1359 7.4464  0.15
5 H -2.6929 0.5007 6.3015  0.21
6 H 0.9300 0.2102 6.4765  0.18
7 H 0.8111 0.8150 4.7278  0.21
8 H 0.0453 -0.6837 5.2159  0.20
9 N 1.3852 0.4100 -6.3074  -0.90
10 C 0.1969 -0.3359 -5.9475  0.12
11 O 0.3979 -1.6899 -5.5066  -0.74
12 H 2.2232 0.0244 -6.7042  0.38
13 H 1.3713 1.3804 -6.5530  0.38
14 H -0.3385 0.1582 -5.0995  0.15
15 H -0.4133 -0.4374 -6.8504  0.13
16 H -0.4339 -2.1570 -5.4133  0.48

Highest occupied orbital energy (eV): -8.788
E_tot (eV): -8297.4764
Gap between HOMO and LUMO (eV): 9.47
Energy above the lowest of the compared OMol25 structures with the same formula, charge and spin (eV): 4.028
Total charge: 0
Max |F| (hartree/bohr): 0.06384


Entry 4:
DFT (ωB97M-V/def2-TZVPD) results for a structure of composition C26H22Cl4GeN2O2Ti at a distorted geometry.

Last column: natural (NBO) charge in e.
Geometry (Å):
1 Ti -1.3866 0.5195 0.1012  1.50
2 C 1.8057 -0.1198 -0.1080  -0.24
3 N 0.7254 0.8605 -0.0959  -0.60
4 C 1.0129 2.1090 -0.2855  0.18
5 C -0.0183 3.0828 -0.3478  0.03
6 C 0.0091 4.4604 -0.5580  -0.26
7 C -1.3250 4.8797 -0.5121  -0.34
8 C -2.0958 3.7346 -0.2926  0.00
9 N -1.3189 2.6469 -0.1953  -0.62
10 C 2.4860 -0.2553 -1.4501  -0.05
11 C 1.7387 -0.3663 -2.6204  -0.15
12 C 2.3738 -0.4992 -3.8444  -0.22
13 C 3.7608 -0.5241 -3.9182  -0.22
14 C 4.5108 -0.4143 -2.7582  -0.22
15 C 3.8736 -0.2782 -1.5314  -0.21
16 H 1.3804 -1.0797 0.1912  0.22
17 H 2.5408 0.1459 0.6585  0.21
18 H 2.0542 2.4206 -0.3936  0.19
19 H 0.8908 5.0641 -0.7135  0.21
20 H -1.6996 5.8837 -0.6342  0.21
21 H -3.1688 3.6478 -0.2092  0.22
22 H 0.6568 -0.3570 -2.5656  0.23
23 H 1.7829 -0.5860 -4.7477  0.21
24 H 4.2536 -0.6238 -4.8773  0.21
25 H 5.5927 -0.4256 -2.8039  0.21
26 H 4.4585 -0.1831 -0.6234  0.21
27 Cl -6.2120 1.0194 1.1373  -0.54
28 Ge -4.3621 -0.2202 0.9001  0.96
29 Cl -5.3045 -2.1060 -0.0033  -0.56
30 Cl -3.6549 0.7830 -1.2589  -0.48
31 Cl 3.7946 3.0325 3.6545  -0.05
32 C 2.1750 2.4647 3.2915  -0.08
33 C 1.1807 3.3733 2.9756  -0.25
34 C -0.0941 2.9174 2.6852  -0.16
35 C -0.4251 1.5541 2.6864  -0.02
36 C -1.7217 1.0326 2.2553  -0.89
37 C 0.6130 0.6760 3.0525  -0.22
38 C 1.8922 1.1089 3.3477  -0.25
39 H 1.4034 4.4316 2.9396  0.22
40 H -0.8572 3.6413 2.4192  0.21
41 H -2.5324 1.7566 2.2753  0.22
42 H -1.9477 0.0545 2.6637  0.24
43 H 0.4055 -0.3892 3.0781  0.22
44 H 2.6649 0.4001 3.6167  0.22
45 O -1.2487 -1.4389 0.9728  -0.72
46 C -1.3167 -1.9242 -0.1955  0.75
47 O -1.2789 -1.1611 -1.2006  -0.73
48 C -1.4626 -3.3990 -0.3773  -0.09
49 C -1.2382 -4.2444 0.7029  -0.18
50 C -1.3806 -5.6136 0.5382  -0.23
51 C -1.7602 -6.1235 -0.6965  -0.20
52 C -1.9945 -5.2741 -1.7689  -0.22
53 C -1.8411 -3.9048 -1.6134  -0.17
54 H -0.9645 -3.8182 1.6580  0.23
55 H -1.2055 -6.2814 1.3720  0.21
56 H -1.8838 -7.1925 -0.8216  0.20
57 H -2.3082 -5.6785 -2.7228  0.21
58 H -2.0285 -3.2196 -2.4285  0.24

Highest occupied orbital energy (spin up / spin down) (eV): -4.900 / -4.873
<S²>: 0.76
E_tot (eV): -164124.4117
Gap between HOMO and LUMO (spin up / spin down) (eV): 7.29 / 7.30
Energy above the lowest of the compared OMol25 structures with the same formula, charge and spin (eV): 0.000
Total charge: -1
Max |F| (hartree/bohr): 0.02713
Multiplicity: 2